1.
{"formula": "C25H40ClIN2O8OsP2", "method": "wB97M-V/def2-TZVPD", "total_energy_ha": -3219.0245, "lumo_energy_ev": [-5.04, -6.75], "s2": 6.02, "spin_multiplicity": 5, "charge": 2, "gap_ev": [7.87, 6.31], "symbols": ["Os", "I", "Cl", "P", "P", "O", "O", "O", "O", "O", "O", "O", "O", "N", "N", "C", "C", "C", "C", "C", "C", "C", "C", "C", "C", "C", "C", "C", "C", "C", "C", "C", "C", "C", "C", "C", "C", "C", "C", "C", "H", "H", "H", "H", "H", "H", "H", "H", "H", "H", "H", "H", "H", "H", "H", "H", "H", "H", "H", "H", "H", "H", "H", "H", "H", "H", "H", "H", "H", "H", "H", "H", "H", "H", "H", "H", "H", "H", "H", "H"], "xyz": [[0.78663, -0.07178, -1.82091], [-0.04738, -4.45994, -4.19828], [5.00437, -5.77210, -2.00630], [-0.87213, 1.73071, 0.09819], [0.15867, -0.59251, 1.57635], [-0.98049, 0.67927, -3.36806], [-1.42157, 3.17205, 0.09793], [1.13707, -0.97938, 2.70054], [-1.99878, 0.69197, -0.14704], [-1.13737, -1.39966, 1.81167], [0.71283, -0.85258, 0.20169], [0.82657, -1.72705, -2.74250], [0.29420, 1.67767, -0.89637], [-1.17992, 1.57007, -5.42166], [3.00341, -1.06900, -1.42564], [-3.19168, 4.76132, 0.40477], [3.26444, 0.22766, 2.63832], [-3.10209, 0.63066, -1.16738], [3.96353, -3.28078, -1.67286], [-1.76933, -1.53360, 3.15071], [5.08964, -2.85178, -0.94491], [1.62875, -3.93890, -3.12772], [-3.20433, -1.09928, 2.99527], [-2.32690, 3.76532, 1.13348], [2.93846, -2.34539, -1.88186], [-3.09219, -0.78259, -1.68813], [-1.47423, 4.38005, 2.21336], [1.55049, 0.68227, 4.47282], [-4.38496, 0.98894, -0.46315], [0.99460, 0.74519, -4.67371], [-1.58894, -2.96205, 3.59492], [2.17069, -0.31644, 3.53003], [-0.46650, 1.01007, -4.45351], [3.78334, -4.57938, -2.22382], [4.06770, -0.69575, -0.74771], [-0.25601, 1.17441, 1.68171], [1.76415, -2.68461, -2.60167], [2.65820, -4.89074, -2.92937], [1.74541, 0.92106, -3.35774], [5.13887, -1.56112, -0.48343], [2.86993, 0.89361, 1.86832], [-5.20832, 0.94883, -1.17667], [-4.35999, 1.99338, -0.04870], [-0.53530, -3.22872, 3.65339], [-4.59560, 0.27870, 0.33601], [2.55589, -5.88521, -3.33991], [5.90534, -3.53775, -0.76280], [-3.27599, -0.08610, 2.59712], [-2.08653, -3.63831, 2.90044], [5.99550, -1.19865, 0.06619], [-3.69851, -1.11998, 3.96669], [-3.19910, -1.48792, -0.86318], [-1.00863, 1.33079, 2.45821], [2.30287, 0.95977, 5.21115], [1.80263, 1.97363, -3.06650], [1.23494, 1.60292, 3.97825], [-3.93606, -0.92047, -2.36568], [-0.83351, 5.15722, 1.79840], [3.80634, -0.57906, 2.14891], [4.09565, 0.33442, -0.41200], [-0.84906, 3.64795, 2.72329], [2.55226, -1.16136, 4.10081], [-0.75740, 1.81910, -6.30010], [-2.93276, 2.94139, 1.52337], [-1.23900, -0.85881, 3.82982], [3.97214, 0.80587, 3.23287], [-3.69838, 4.30535, -0.44247], [-2.84396, 1.34934, -1.94508], [-3.73903, -1.77321, 2.32565], [0.70569, 0.25295, 5.00989], [-2.12285, 4.83570, 2.96187], [-3.94654, 5.14884, 1.08901], [-2.18917, -1.01741, -2.24627], [2.75539, 0.52285, -3.43325], [1.06575, -0.29323, -5.01192], [0.63753, 1.75012, 1.92467], [-2.17321, 1.69618, -5.30792], [1.40975, 1.37298, -5.46449], [-2.59313, 5.59626, 0.04262], [-2.03280, -3.09422, 4.58193]], "atomic_forces_ev_per_a": [[0.3, 0.1, 0.4], [-0.2, 0.0, -0.1], [0.0, 0.0, 0.0], [-0.1, -0.1, -0.2], [0.2, 0.3, -0.3], [0.0, 0.1, -0.1], [0.2, 0.2, 0.1], [0.0, 0.0, 0.4], [0.0, 0.0, -0.1], [0.0, -0.2, 0.0], [-0.3, -0.2, 0.0], [-0.1, -0.3, -0.1], [-0.5, 0.1, 0.1], [0.0, 0.0, -0.1], [0.3, -0.1, 0.2], [0.0, 0.0, 0.0], [0.0, 0.1, 0.0], [0.2, 0.0, 0.1], [0.0, 0.0, 0.0], [0.1, 0.0, -0.1], [0.0, 0.1, 0.0], [0.2, -0.1, 0.1], [-0.1, 0.0, 0.0], [0.0, -0.2, -0.1], [-0.1, 0.2, 0.0], [-0.1, -0.1, 0.0], [0.0, 0.1, 0.1], [0.0, 0.2, 0.0], [-0.1, 0.0, 0.0], [0.1, 0.0, -0.1], [-0.1, 0.0, 0.0], [0.1, -0.2, -0.2], [-0.1, -0.1, 0.1], [0.0, 0.0, 0.0], [0.0, 0.0, -0.1], [0.0, 0.0, 0.2], [0.0, 0.1, 0.0], [0.0, 0.0, 0.0], [0.0, 0.1, -0.2], [0.0, -0.1, 0.0], [-0.1, 0.1, 0.0], [0.0, 0.0, 0.0], [0.0, 0.1, 0.0], [0.0, 0.0, 0.0], [0.0, 0.0, 0.0], [0.0, 0.0, 0.0], [0.0, 0.0, 0.0], [0.0, 0.0, 0.0], [0.0, 0.0, 0.0], [0.0, 0.0, 0.0], [0.0, 0.0, 0.0], [0.0, 0.0, 0.0], [0.0, 0.0, 0.0], [0.0, 0.0, 0.0], [0.0, 0.0, 0.0], [0.0, -0.1, 0.0], [0.0, 0.0, 0.0], [0.0, 0.0, 0.0], [0.0, 0.0, 0.0], [0.0, 0.0, 0.0], [0.0, 0.0, 0.0], [0.0, 0.0, 0.0], [0.0, 0.0, 0.0], [0.0, 0.0, 0.0], [0.0, 0.0, 0.0], [0.0, -0.1, 0.0], [0.0, -0.1, 0.0], [0.0, -0.1, 0.0], [0.0, 0.0, 0.0], [0.0, 0.0, 0.0], [0.0, 0.0, 0.0], [0.0, 0.0, 0.0], [0.0, 0.0, 0.0], [0.0, 0.0, 0.0], [0.0, 0.0, 0.0], [0.0, 0.0, 0.0], [0.0, 0.0, 0.0], [0.0, 0.0, 0.0], [0.0, 0.0, 0.0], [0.0, 0.0, 0.0]], "mulliken_charge": [3.035, 0.105, -0.211, -0.656, -1.268, -0.415, -0.338, -0.303, 0.816, -0.034, -0.314, -0.698, -0.725, -0.385, -0.086, -1.543, -0.963, 0.649, -0.429, 0.952, -0.734, -0.182, -1.086, 0.957, 0.592, -1.308, -1.320, -1.386, -1.296, -0.807, -1.489, 0.492, 0.450, 0.593, -0.518, -0.311, 0.102, -0.415, -1.214, -0.991, 0.168, 0.446, 0.289, 0.361, 0.215, 0.437, 0.472, 0.100, 0.334, 0.490, 0.460, 0.219, 0.652, 0.508, 0.679, 0.243, 0.483, 0.350, 0.225, 0.634, 0.194, 0.425, 0.223, 0.160, -0.046, 0.496, 0.372, 0.348, 0.306, 0.357, 0.450, 0.416, 0.248, 0.467, 0.276, 0.615, 0.240, 0.570, 0.387, 0.410]}

---

2.
{"formula": "C25H40F2I2N10O3P", "method": "wB97M-V/def2-TZVPD", "total_energy_ha": -2886.1108, "lumo_energy_ev": -3.37, "charge": 1, "gap_ev": 7.90, "symbols": ["I", "I", "P", "F", "F", "O", "O", "O", "N", "N", "N", "N", "N", "N", "N", "N", "N", "N", "C", "C", "C", "C", "C", "C", "C", "C", "C", "C", "C", "C", "C", "C", "C", "C", "C", "C", "C", "C", "C", "C", "C", "C", "C", "H", "H", "H", "H", "H", "H", "H", "H", "H", "H", "H", "H", "H", "H", "H", "H", "H", "H", "H", "H", "H", "H", "H", "H", "H", "H", "H", "H", "H", "H", "H", "H", "H", "H", "H", "H", "H", "H", "H", "H"], "xyz": [[4.95597, -0.74633, -3.50423], [-2.42261, 3.86540, 3.54823], [-3.13904, 0.19325, -0.51192], [-0.21530, -2.10489, -1.01414], [3.22657, 3.28668, 1.44633], [-3.78908, 0.62232, -1.95633], [-0.11687, -2.62582, -3.15604], [-3.75248, 1.26286, 0.54562], [-0.47277, 0.57496, -1.57822], [-4.12693, -12.61749, -5.68721], [1.19841, 2.72803, 0.57697], [0.67877, 1.23148, -1.25757], [-0.89975, 1.73514, 0.21412], [-0.77170, -9.28497, -9.61658], [0.46368, 3.03036, 5.93949], [-2.10715, -7.45569, -4.22700], [-3.31674, 2.92924, 9.19409], [2.62957, 5.98272, 3.18404], [-0.68574, -0.37518, -2.65076], [4.53959, 4.78191, 4.49192], [-1.40729, 0.88650, -0.66580], [2.87989, 4.07096, -0.74050], [-0.33690, 4.57650, 1.39858], [-2.30275, 2.71082, 11.58813], [2.70692, -0.20207, -1.52590], [-2.37906, -4.89008, -3.84261], [2.59657, 2.95496, 0.27520], [-2.86831, 2.82796, 10.24616], [-1.21643, 1.53001, 7.25443], [2.60556, 5.48441, -0.20814], [-2.22827, -6.32640, -4.06160], [0.38344, 1.94922, -0.12229], [3.47181, 5.45577, 3.75917], [-0.24308, -8.94116, -7.08372], [-0.90513, 5.11970, 2.72552], [-0.29802, -1.81798, -2.31062], [-0.26835, 2.36386, 6.52120], [-0.53205, -9.13294, -8.50404], [4.21444, 0.00949, -1.63418], [-3.75583, -11.02745, -7.72266], [0.58988, 3.40951, 1.75068], [-3.96576, -11.91794, -6.58281], [1.87003, 1.00965, -2.05758], [-3.87192, -11.57973, -8.65255], [2.39221, -1.12922, -2.00179], [-2.60409, 3.56603, 12.18917], [4.52467, 5.09616, 5.53329], [2.51983, 1.87569, -2.07861], [2.36310, 3.89734, -1.68503], [-2.66124, 1.79857, 12.06031], [1.60664, 0.79412, -3.08990], [-1.54155, 0.70329, 6.62483], [4.39444, 3.70467, 4.44213], [-0.09933, 5.15194, 3.45985], [-1.40155, -4.41419, -3.82631], [-3.62843, 1.54099, -2.22010], [-2.08255, 2.12101, 7.54788], [0.02606, 2.68350, 2.33374], [2.45577, -0.31098, -0.46410], [0.20411, 5.40125, 0.94180], [-1.73910, -0.40335, -2.92713], [3.94849, 3.97284, -0.95801], [-3.86170, 2.13364, 0.13244], [5.50323, 5.03597, 4.05513], [-1.18527, 4.24619, 0.80152], [1.37290, 3.79730, 2.39640], [-4.48125, -10.21698, -7.69676], [-1.21657, 2.68126, 11.52955], [-2.97611, -4.45655, -4.64305], [2.46909, 5.53671, 0.86861], [-2.75368, -10.60807, -7.68562], [-0.35172, -9.88404, -6.55110], [1.68399, 5.86298, -0.65577], [3.38185, 6.17990, -0.51716], [3.08999, 2.03341, -0.03798], [4.51812, 1.04395, -1.49435], [0.77556, -8.57941, -6.95992], [-0.74099, 1.13013, 8.14804], [-0.14090, -0.14369, -3.56206], [4.71020, -0.58276, -0.86976], [-2.87867, -4.71490, -2.89110], [-1.27695, 6.13394, 2.62416], [-0.93433, -8.21617, -6.65812]], "atomic_forces_ev_per_a": [[0.0, 0.3, 0.2], [-0.1, 0.1, -0.1], [-0.8, -0.5, 0.5], [0.0, 0.3, 0.1], [0.1, -0.1, 0.1], [0.6, 0.2, 0.2], [0.0, 0.2, 0.5], [0.4, -0.3, -0.9], [-1.8, -0.7, -0.3], [0.0, 0.1, -0.1], [-0.5, 0.1, 0.6], [0.3, 0.6, 0.0], [-0.5, -0.1, 0.2], [0.0, 0.0, 0.1], [0.1, -0.1, 0.0], [0.0, 0.1, -0.1], [0.0, 0.0, 0.2], [0.0, -0.1, 0.0], [0.8, -0.6, 0.3], [-0.1, 0.1, 0.0], [0.8, 1.2, 0.0], [0.5, 0.0, 0.5], [-0.4, -0.1, 1.0], [0.0, 0.0, -0.1], [-0.4, 0.7, 0.5], [0.0, -0.1, 0.0], [0.6, 0.5, -0.7], [-0.1, 0.1, 0.0], [0.1, 0.0, -0.2], [-0.7, 0.1, -0.5], [0.0, 0.0, 0.0], [0.5, -0.6, -0.7], [0.0, 0.0, 0.1], [0.0, 0.0, -0.1], [0.8, 0.0, -0.1], [0.0, -0.2, -0.9], [0.0, 0.0, 0.0], [0.0, 0.0, 0.0], [-0.2, -0.7, 0.0], [0.0, -0.1, 0.1], [-0.4, 0.6, 0.0], [0.0, 0.0, 0.0], [1.2, -1.3, 0.0], [0.0, 0.0, 0.0], [0.1, 0.0, -0.1], [0.0, 0.0, 0.0], [0.0, 0.0, 0.0], [-0.3, 0.3, 0.1], [-0.1, -0.1, 0.1], [0.0, 0.0, 0.0], [-0.3, 0.3, 0.0], [0.0, 0.0, 0.0], [0.0, 0.0, 0.0], [-0.2, 0.0, 0.1], [0.0, -0.1, 0.0], [-0.2, -0.1, -0.1], [0.1, 0.0, 0.0], [0.1, -0.2, -0.1], [0.1, 0.0, 0.0], [0.0, -0.1, -0.2], [-0.1, 0.2, 0.2], [0.0, 0.0, 0.0], [0.0, 0.2, 0.5], [0.0, 0.0, 0.0], [0.2, 0.1, -0.4], [0.2, -0.2, -0.2], [0.0, 0.0, 0.0], [0.0, 0.0, 0.0], [0.0, 0.0, 0.0], [0.3, 0.0, 0.0], [0.0, 0.0, 0.0], [0.0, 0.0, 0.0], [0.0, 0.0, 0.1], [0.1, -0.1, 0.1], [-0.4, -0.2, -0.1], [0.0, 0.1, -0.2], [0.0, 0.0, 0.0], [0.0, 0.0, 0.0], [0.0, 0.2, 0.1], [0.1, 0.0, -0.1], [0.0, 0.0, 0.0], [-0.3, -0.1, 0.0], [0.0, 0.0, 0.0]], "mulliken_charge": [0.083, -0.024, 0.170, -0.240, -0.360, -0.471, -0.536, -0.382, 0.041, -0.353, 0.332, 0.482, -0.259, -0.395, -0.384, -0.365, -0.443, -0.474, -0.969, -1.015, 0.196, -0.273, 0.059, -0.777, -0.401, -0.527, -0.123, 0.386, -0.666, -1.064, 0.263, 0.562, 0.526, -0.699, -1.130, 0.791, 0.353, 0.322, -1.260, -0.346, -1.341, 0.276, -0.865, 0.274, 0.442, 0.281, 0.342, 0.328, 0.294, 0.274, 0.371, 0.269, 0.282, 0.323, 0.098, 0.341, 0.163, 0.558, 0.319, 0.104, 0.557, 0.489, 0.314, 0.339, 0.293, 0.466, 0.257, 0.263, 0.301, 0.005, -0.131, 0.295, 0.289, 0.428, 0.163, 0.431, 0.338, 0.304, 0.303, 0.544, 0.271, 0.563, 0.154]}

---

3.
{"formula": "C25H40N2OPPt", "method": "wB97M-V/def2-TZVPD", "total_energy_ha": -1621.6935, "lumo_energy_ev": [-3.56, -6.87], "s2": 2.01, "spin_multiplicity": 3, "charge": 1, "gap_ev": [7.35, 6.21], "symbols": ["Pt", "P", "O", "N", "N", "C", "C", "C", "C", "C", "C", "C", "C", "C", "C", "C", "C", "C", "C", "C", "C", "C", "C", "C", "C", "C", "C", "C", "C", "C", "H", "H", "H", "H", "H", "H", "H", "H", "H", "H", "H", "H", "H", "H", "H", "H", "H", "H", "H", "H", "H", "H", "H", "H", "H", "H", "H", "H", "H", "H", "H", "H", "H", "H", "H", "H", "H", "H", "H", "H"], "xyz": [[0.48959, -1.46388, 0.92808], [0.44583, 0.44802, -0.30083], [-0.62609, -1.82931, 3.83116], [0.68284, -3.54981, 1.67372], [3.30594, -2.02197, -0.16104], [0.15650, -3.00547, 3.95116], [2.19104, -1.82608, 0.12277], [2.94389, 4.04198, 1.19218], [-2.31431, 0.51737, -0.09309], [-0.27451, -2.13013, -3.53648], [1.93687, 1.53470, -0.18594], [-0.62640, 0.23536, -4.38017], [-1.22219, -5.56979, 1.47617], [-1.17626, 1.79675, 1.67208], [0.73190, -4.51197, 0.68577], [-0.42478, -1.42832, -2.18798], [-3.47764, 2.59002, 0.87025], [-0.18342, -5.52190, 0.53311], [1.66407, 2.94516, -0.77109], [-0.00240, -1.12739, -4.67186], [1.70313, 4.06071, 0.26973], [-0.04474, 0.94071, -3.15049], [0.38456, -0.08058, -2.07102], [-3.59690, 1.09022, 0.58331], [3.56420, 2.65353, 1.40020], [2.57130, 1.49706, 1.21083], [-1.06830, -4.90601, 2.70114], [-2.39115, 2.78854, 1.91297], [-0.14582, -3.86379, 2.72824], [-1.09707, 1.37663, 0.18040], [1.55279, -4.43267, 0.00515], [-2.16974, -6.08513, 1.25638], [-1.48504, -1.16508, -2.05876], [2.67481, 4.50818, 2.13496], [3.06922, 0.51514, 1.27885], [-0.49676, 0.89123, -5.22896], [-3.70308, 0.50432, 1.47690], [1.45298, -0.31822, -2.28300], [1.81525, 1.49397, 1.99246], [-0.33908, -1.55073, -5.61603], [0.81361, 1.55551, -3.42897], [-0.79927, 1.61235, -2.71873], [1.63139, 5.02692, -0.22949], [-1.69952, 0.09582, -4.29431], [0.79164, 4.00938, 0.83934], [1.05500, -1.01975, -4.83979], [-0.10942, -3.54564, 4.86841], [-1.19118, 2.26962, -0.46388], [0.51298, -2.89329, -3.52598], [-4.47696, 0.90962, -0.02033], [1.24181, -2.80332, 3.92502], [-0.25327, 2.25180, 2.00545], [-0.06814, -6.25023, -0.26384], [-2.76737, 2.53111, 2.90669], [0.75494, 2.98147, -1.37409], [2.45545, 3.12710, -1.50421], [4.02768, 2.56113, 2.36654], [4.34372, 2.49885, 0.63956], [-1.32820, 0.89749, 2.26631], [2.57835, 0.99181, -0.88411], [-3.21016, 3.10193, -0.05127], [-1.73283, -5.13710, 3.51856], [-0.40082, -1.45044, 2.93224], [-2.13513, -0.46699, 0.36346], [-0.14838, -2.11204, -1.40459], [3.72801, 4.67723, 0.75437], [-4.41622, 3.01741, 1.19022], [-2.04557, 3.80956, 1.98733], [-2.42663, 0.37597, -1.17510], [-1.19652, -2.66467, -3.75608]], "atomic_forces_ev_per_a": [[-0.7, -0.3, 0.1], [-1.2, 1.6, 0.2], [0.4, 0.6, -0.3], [-1.9, -2.1, 0.3], [-1.3, 0.3, 0.2], [-0.4, -0.3, -0.8], [4.2, -0.8, -1.5], [0.1, 0.1, -0.5], [-0.6, -0.3, -0.2], [0.3, 0.0, -0.4], [-0.7, -0.5, -0.1], [0.0, -0.2, -0.3], [-0.4, -0.2, 0.1], [-0.3, 0.6, -0.6], [0.2, 1.1, 0.5], [-0.5, 1.5, -0.5], [0.5, -0.5, 0.0], [-0.5, 0.1, 0.8], [0.8, 0.0, -0.3], [0.0, -0.1, 0.1], [0.1, -0.1, -0.1], [-0.4, -0.1, 0.8], [0.6, -1.3, -0.2], [0.4, 0.2, -0.7], [-0.3, -0.5, -0.9], [0.2, -0.3, -0.1], [0.1, 0.4, -1.4], [0.8, -1.0, 0.4], [1.4, -0.1, 0.3], [0.1, 0.6, -0.1], [0.3, 0.4, -0.4], [0.8, -0.3, 0.3], [0.3, -0.3, 0.1], [0.0, 0.0, 0.2], [0.1, 0.4, 0.2], [0.0, 0.2, -0.3], [-0.4, 0.1, 0.7], [-0.5, -0.1, 0.3], [-0.2, 0.2, 0.2], [-0.4, 0.1, 0.0], [0.0, -0.1, 0.0], [0.1, 0.0, -0.3], [0.1, 0.0, -0.1], [-0.3, 0.1, 0.3], [-0.4, -0.1, 0.6], [0.7, 0.2, 0.2], [0.0, 0.4, -0.2], [0.4, -0.2, 0.3], [0.0, 0.2, 0.1], [-0.1, -0.2, -0.2], [-0.4, 0.0, 0.3], [0.2, 0.2, 0.2], [-0.2, 0.3, 0.0], [-0.2, 0.1, -0.1], [-0.1, 0.0, 0.2], [0.1, 0.0, 0.0], [0.3, 0.1, 0.4], [0.0, 0.1, 0.3], [0.0, -0.2, 0.1], [0.3, 0.1, 0.1], [0.0, 0.1, -0.2], [0.0, 0.3, 0.2], [-0.6, -0.1, 1.2], [0.0, -0.1, -0.3], [0.2, -0.6, 0.8], [-0.3, -0.1, 0.1], [-0.3, 0.0, 0.2], [0.1, 0.3, -0.2], [-0.2, 0.1, 0.2], [-0.1, 0.0, 0.1]], "mulliken_charge": [1.724, -2.811, -0.477, -0.383, -0.682, -0.580, 0.122, -0.750, -0.576, -0.983, 0.792, -0.950, -0.352, -0.553, -0.328, -0.353, -0.638, -0.489, -0.851, -0.744, -0.582, -0.581, 0.967, -1.045, -1.036, -0.811, -0.659, -1.051, 0.639, 0.669, 0.504, 0.425, 0.098, 0.352, 0.465, 0.513, 0.439, 0.581, 0.364, 0.438, 0.450, 0.108, 0.509, 0.324, -0.029, 0.362, 0.447, 0.875, 0.288, 0.421, 0.242, 0.128, 0.436, 0.433, 0.336, 0.554, 0.466, 0.353, 0.179, 0.768, 0.274, 0.423, 0.122, 0.045, -0.055, 0.302, 0.477, 0.326, 0.194, 0.412]}